#a
Entry from the OMol25 dataset: 2 unconnected molecules or ions with the total composition C5H15N2 (the ωB97M-V functional and the def2-TZVPD basis).

## Properties
HOMO = -12.915 eV
Orbital gap = 9.9 eV
E_LUMO = -3.023 eV
Charge = +1

CARTESIAN COORDINATES (ANGSTROEM)
C (0.753, 1.258, -1.752)
C (-0.282, 0.338, -2.408)
N (-1.296, -0.136, -1.403)
H (1.573, 0.672, -1.357)
H (1.078, 2.022, -2.450)
H (0.270, 1.808, -0.943)
H (-0.806, 0.892, -3.182)
H (0.145, -0.541, -2.883)
H (-1.757, 0.664, -0.978)
H (-2.005, -0.675, -1.888)
C (-0.563, 0.047, 2.622)
C (0.421, -0.499, 1.654)
C (1.706, -0.177, 1.588)
N (-0.146, -1.435, 0.698)
H (-0.139, 0.843, 3.231)
H (-1.385, 0.536, 2.082)
H (-1.001, -0.704, 3.277)
H (2.331, -0.669, 0.853)
H (2.157, 0.559, 2.233)
H (-0.805, -2.029, 1.193)
H (0.575, -2.067, 0.374)
H (-0.824, -0.708, -0.561)

=====

#b
Entry from the OMol25 dataset: a gas-phase ion, C5H15N2 (charge +1) (the ωB97M-V functional and the def2-TZVPD basis).

## Properties
HOMO = -12.541 eV
Orbital gap = 8.8 eV
E_LUMO = -3.753 eV
Charge = +1
SMILES string = CNCC[C@H](C)[NH3+]

CARTESIAN COORDINATES (ANGSTROEM)
C (-2.984, 1.089, 1.643)
N (-1.736, 1.419, 0.853)
C (-0.991, 0.146, 0.424)
C (0.376, 0.572, -0.203)
C (1.364, -0.618, -0.472)
C (2.753, -0.297, -0.628)
N (0.766, -1.490, -1.662)
H (-2.868, 0.317, 2.500)
H (-3.750, 0.687, 0.872)
H (-3.390, 1.968, 2.163)
H (-1.026, 1.903, 1.607)
H (-0.708, -0.480, 1.205)
H (-1.553, -0.560, -0.248)
H (0.906, 1.235, 0.481)
H (0.343, 1.162, -1.114)
H (1.216, -1.308, 0.395)
H (3.374, -1.230, -0.683)
H (3.084, 0.229, -1.553)
H (2.935, 0.349, 0.317)
H (-0.302, -1.409, -1.814)
H (1.194, -1.145, -2.568)
H (0.998, -2.540, -1.515)

=====

Least stable: #b

=====

#a
Entry from the OMol25 dataset: 2 unconnected molecules or ions with the total composition C5H15N2 (the ωB97M-V functional and the def2-TZVPD basis).

## Properties
HOMO = -13.796 eV
Orbital gap = 11.1 eV
E_LUMO = -2.663 eV
Charge = +1

CARTESIAN COORDINATES (ANGSTROEM)
C (-1.180, -0.543, -1.579)
C (0.476, 1.123, 0.084)
C (0.695, -0.891, 1.195)
C (2.088, -0.317, -0.995)
C (-0.098, -1.068, -0.972)
N (-2.179, 1.157, 1.146)
N (0.785, -0.256, -0.189)
H (-2.887, 0.362, 0.847)
H (-1.857, -1.250, -2.126)
H (-1.462, 0.461, -1.665)
H (1.016, 1.516, 0.895)
H (0.633, 1.751, -0.731)
H (-0.639, 1.179, 0.365)
H (-0.351, -1.133, 1.675)
H (1.032, -1.954, 1.014)
H (1.341, -0.274, 1.965)
H (1.780, 0.318, -1.776)
H (3.021, 0.122, -0.390)
H (2.308, -1.262, -1.420)
H (-0.048, -2.146, -0.850)
H (-1.748, 1.109, 2.061)
H (-2.727, 1.997, 1.445)

=====

#b
Entry from the OMol25 dataset: 2 unconnected molecules or ions with the total composition C5H15N2 (the ωB97M-V functional and the def2-TZVPD basis).

## Properties
HOMO = -14.203 eV
Orbital gap = 5.6 eV
E_LUMO = -8.626 eV
Charge = +1

CARTESIAN COORDINATES (ANGSTROEM)
C (-2.722, -0.360, 0.526)
N (-2.960, 0.710, -0.364)
C (2.976, 1.149, -0.349)
C (3.061, 0.013, 0.628)
C (-1.146, -0.429, 0.950)
N (-0.418, 0.158, -0.178)
C (-0.599, -0.799, -1.286)
H (-3.348, -0.244, 1.447)
H (-2.830, -1.395, 0.136)
H (3.673, 1.063, -1.232)
H (3.190, 2.020, 0.272)
H (1.962, 1.136, -0.658)
H (2.496, -0.895, 0.389)
H (2.650, 0.216, 1.608)
H (4.112, -0.301, 0.732)
H (-0.948, -1.488, 1.287)
H (-1.018, 0.087, 1.862)
H (-3.774, 0.879, -0.967)
H (-2.482, 1.592, -0.036)
H (-0.178, -0.419, -2.236)
H (-1.665, -1.013, -1.477)
H (-0.034, -1.679, -1.055)

=====

#c
Entry from the OMol25 dataset: 2 unconnected molecules or ions with the total composition C5H15N2 (the ωB97M-V functional and the def2-TZVPD basis).

## Properties
HOMO = -13.606 eV
Orbital gap = 5.8 eV
E_LUMO = -7.836 eV
Charge = +1

CARTESIAN COORDINATES (ANGSTROEM)
C (0.523, -0.735, 1.041)
N (0.454, -1.577, -0.092)
C (1.083, -2.902, 0.047)
C (-0.221, 0.673, 0.781)
N (-1.475, 0.411, 0.502)
C (0.037, 2.653, -0.838)
C (0.445, 1.209, -0.626)
H (1.561, -0.590, 1.341)
H (0.006, -1.190, 1.891)
H (-0.522, -1.702, -0.337)
H (1.447, -3.199, -0.932)
H (1.949, -2.810, 0.710)
H (0.379, -3.619, 0.461)
H (0.015, 1.393, 1.558)
H (-4.919, 0.454, -3.625)
H (-2.124, 1.019, 1.025)
H (-4.521, 0.325, -3.012)
H (0.546, 3.104, -1.694)
H (-1.019, 2.754, -0.970)
H (0.321, 3.245, 0.037)
H (1.520, 1.147, -0.511)
H (0.051, 0.552, -1.388)

=====

#d
Entry from the OMol25 dataset: 2 unconnected molecules or ions with the total composition C5H15N2 (the ωB97M-V functional and the def2-TZVPD basis).

## Properties
HOMO = -13.300 eV
Orbital gap = 6.5 eV
E_LUMO = -6.834 eV
Charge = +1

CARTESIAN COORDINATES (ANGSTROEM)
C (-1.038, 0.380, -0.409)
C (-0.439, -0.952, -0.146)
C (0.091, -1.267, 1.189)
C (1.645, -1.065, 1.268)
C (2.283, -1.739, 0.032)
N (-0.611, 3.323, -1.476)
N (-2.402, 0.448, 0.134)
H (-1.070, 0.588, -1.481)
H (-0.430, 1.148, 0.057)
H (0.121, 3.881, -1.061)
H (-0.865, -1.799, -0.679)
H (-0.355, -0.606, 1.947)
H (-0.139, -2.302, 1.467)
H (1.991, -1.451, 2.221)
H (1.822, 0.012, 1.231)
H (3.244, -1.333, -0.259)
H (1.530, -1.470, -0.750)
H (-0.511, 3.387, -2.486)
H (2.230, -2.827, 0.086)
H (-1.493, 3.730, -1.196)
H (-2.531, -0.234, 0.882)
H (-3.072, 0.149, -0.572)

=====

Least stable: #b

=====

#a
Entry from the OMol25 dataset: a molecular structure, C5H15N2 (the ωB97M-V functional and the def2-TZVPD basis).

## Properties
HOMO = -13.993 eV
Orbital gap = 11.4 eV
E_LUMO = -2.611 eV
Charge = +1

CARTESIAN COORDINATES (ANGSTROEM)
C (0.394, 1.876, 0.672)
C (-1.187, 1.376, -1.306)
C (1.439, -0.917, 0.704)
C (-0.891, -0.866, 0.946)
C (0.156, -1.531, -1.128)
N (0.351, 0.777, -0.371)
N (0.249, -0.597, 0.003)
H (1.014, 1.662, 1.562)
H (0.837, 2.694, 0.168)
H (-0.482, 2.217, 1.080)
H (-0.794, 2.189, -1.907)
H (-1.407, 0.454, -1.855)
H (-1.776, 1.922, -0.458)
H (2.234, -0.535, 0.158)
H (1.517, -0.488, 1.674)
H (1.716, -2.026, 0.751)
H (-1.867, -0.483, 0.513)
H (-1.075, -1.994, 1.131)
H (-0.716, -0.484, 1.974)
H (-0.949, -1.746, -1.276)
H (0.523, -1.059, -2.067)
H (0.715, -2.440, -0.966)

=====

#b
Entry from the OMol25 dataset: a gas-phase ion, C5H15N2 (charge +1) (the ωB97M-V functional and the def2-TZVPD basis).

## Properties
HOMO = -12.978 eV
Orbital gap = 9.9 eV
E_LUMO = -3.076 eV
Charge = +1
SMILES string = CNC[C@H](C)[NH2+]C

CARTESIAN COORDINATES (ANGSTROEM)
C (-2.020, 1.943, 0.592)
N (-1.080, 1.134, -0.165)
C (-0.976, -0.250, 0.223)
C (0.480, -0.687, 0.427)
C (1.205, 0.012, 1.587)
N (1.198, -0.452, -0.868)
C (1.114, -1.594, -1.824)
H (-3.060, 1.614, 0.580)
H (-1.639, 2.130, 1.566)
H (-2.024, 2.939, 0.176)
H (-1.149, 1.319, -1.153)
H (-1.416, -0.959, -0.497)
H (-1.570, -0.419, 1.120)
H (0.504, -1.749, 0.648)
H (0.651, 0.810, 2.058)
H (1.343, -0.731, 2.359)
H (2.173, 0.435, 1.326)
H (2.184, -0.243, -0.702)
H (0.832, 0.382, -1.292)
H (0.078, -1.871, -1.965)
H (1.524, -1.365, -2.805)
H (1.650, -2.397, -1.391)

=====

#c
Entry from the OMol25 dataset: a gas-phase ion, C5H15N2 (charge +1) (the ωB97M-V functional and the def2-TZVPD basis).

## Properties
HOMO = -12.026 eV
Orbital gap = 8.5 eV
E_LUMO = -3.547 eV
Charge = +1
SMILES string = CC[C@H]([NH3+])CNC

CARTESIAN COORDINATES (ANGSTROEM)
C (2.298, 0.882, -0.377)
C (1.193, 1.071, 0.686)
C (0.254, -0.117, 0.741)
N (1.011, -1.332, 1.255)
C (-0.512, -0.394, -0.574)
N (-1.738, 0.338, -0.581)
C (-2.988, -0.191, -1.117)
H (1.954, 1.436, -1.240)
H (2.505, -0.164, -0.618)
H (3.232, 1.328, -0.102)
H (1.598, 1.221, 1.697)
H (0.671, 1.989, 0.460)
H (-0.574, -0.035, 1.442)
H (1.970, -1.295, 0.912)
H (0.569, -2.185, 0.918)
H (1.061, -1.281, 2.273)
H (-0.759, -1.467, -0.615)
H (0.121, -0.157, -1.432)
H (-1.828, 1.122, 0.044)
H (-3.102, 0.129, -2.162)
H (-3.830, 0.353, -0.685)
H (-3.107, -1.251, -0.925)

=====

#d
Entry from the OMol25 dataset: 2 unconnected molecules or ions with the total composition C5H15N2 (the ωB97M-V functional and the def2-TZVPD basis).

## Properties
HOMO = -12.852 eV
Orbital gap = 9.6 eV
E_LUMO = -3.276 eV
Charge = +1

CARTESIAN COORDINATES (ANGSTROEM)
C (1.739, -0.960, 0.165)
C (-1.070, -1.716, -0.563)
C (-1.245, 1.388, -0.189)
C (0.043, 0.672, 1.865)
C (0.661, -0.242, -0.476)
N (0.730, 0.220, -1.787)
N (0.063, 1.046, 0.402)
H (2.589, -0.407, 0.668)
H (1.408, -1.675, 0.874)
H (2.033, -1.591, -0.595)
H (-1.871, -1.064, -0.950)
H (-0.717, -2.500, -1.240)
H (-1.238, -1.971, 0.527)
H (-2.100, 0.953, 0.340)
H (-1.416, 2.379, -0.304)
H (-1.241, 1.182, -1.214)
H (0.815, -0.163, 1.951)
H (0.218, 1.552, 2.481)
H (-0.907, 0.116, 2.158)
H (0.179, -0.310, -2.463)
H (0.570, 1.252, -1.860)
H (0.757, 1.839, 0.211)

=====

Least stable: #a

=====

#a
Entry from the OMol25 dataset: a molecular structure, C3H8NO (the ωB97M-V functional and the def2-TZVPD basis).

## Properties
HOMO = -2.396 eV
Orbital gap = 7.1 eV
E_LUMO = 4.712 eV
Charge = -1

CARTESIAN COORDINATES (ANGSTROEM)
C (0.068, -0.165, -0.766)
N (1.543, 0.459, -0.732)
C (-0.647, -0.383, 0.567)
C (-1.574, -0.014, -0.633)
O (-2.362, -0.900, -1.115)
H (0.428, 1.003, -0.684)
H (1.715, 0.031, 2.778)
H (0.260, -1.032, -1.385)
H (1.606, 0.954, -1.629)
H (-0.688, 0.450, 1.261)
H (-0.711, -1.398, 0.930)
H (2.179, -0.055, 2.211)
H (-1.816, 1.049, -0.802)

=====

#b
Entry from the OMol25 dataset: a molecular structure, C3H8NO (the ωB97M-V functional and the def2-TZVPD basis).

## Properties
HOMO = -1.502 eV
Orbital gap = 5.7 eV
E_LUMO = 4.213 eV
Charge = -1

CARTESIAN COORDINATES (ANGSTROEM)
C (1.259, 0.170, -0.735)
C (-0.205, -0.334, -0.657)
C (-1.165, 0.514, 0.091)
O (-2.230, 0.232, 0.581)
N (2.184, -0.588, 0.049)
H (1.205, 1.177, -0.280)
H (1.484, 0.327, -1.816)
H (-0.616, -1.089, -1.321)
H (-0.306, -0.575, 0.467)
H (-0.840, 1.569, 0.022)
H (0.370, -0.143, 2.761)
H (2.429, -1.439, -0.475)
H (0.202, 0.572, 2.664)

=====

#c
Entry from the OMol25 dataset: 2 unconnected molecules or ions with the total composition C3H8NO (the ωB97M-V functional and the def2-TZVPD basis).

## Properties
HOMO = -2.291 eV
Orbital gap = 6.7 eV
E_LUMO = 4.381 eV
Charge = -1

CARTESIAN COORDINATES (ANGSTROEM)
C (-0.431, 0.192, 2.119)
O (-0.857, 1.401, 1.480)
H (0.249, 0.603, 2.882)
H (0.244, -0.439, 1.540)
H (-1.309, -0.320, 2.508)
C (-0.125, -1.097, -2.265)
C (0.536, -0.281, -1.391)
N (0.244, 0.904, -0.814)
H (-1.142, -0.906, -2.583)
H (0.382, -2.054, -2.329)
H (1.602, -0.530, -1.237)
H (1.110, 1.256, -0.417)
H (-0.503, 1.270, 0.507)

=====

#d
Entry from the OMol25 dataset: a molecular structure, C3H8NO (the ωB97M-V functional and the def2-TZVPD basis).

## Properties
HOMO = -1.951 eV
Orbital gap = 6.7 eV
E_LUMO = 4.732 eV
Charge = -1

CARTESIAN COORDINATES (ANGSTROEM)
C (-0.323, 0.096, 0.580)
N (-1.867, 0.303, 1.090)
C (-0.046, 1.383, -0.237)
C (0.859, 0.403, -0.810)
O (2.095, 0.481, -0.733)
H (-1.395, -0.445, 0.243)
H (1.041, -2.937, -0.983)
H (0.352, -0.198, 1.366)
H (-1.850, -0.194, 1.991)
H (0.294, 2.207, 0.386)
H (-0.959, 1.590, -0.784)
H (1.294, -2.498, -0.438)
H (0.504, -0.192, -1.671)

=====

Least stable: #a